No. 1
# C5H6NO

A gas-phase ion, C5H6NO (charge +1) in a non-equilibrium geometry (the ωB97M-V functional and the def2-TZVPD basis, OMol25).

- Net charge: +1
- HOMO-LUMO gap (spin up / spin down): 7.37 / 6.52 eV
- Spin multiplicity: 3
- Energy above the lowest of the compared OMol25 structures with the same formula, charge and spin: 80.4 kcal per mole
- <S²>: 2.013

XYZ file:
```
13
Properties=species:S:1:pos:R:3:forces:R:3
C 1.270 1.589 0.264 0.47 2.20 0.42
C 0.959 0.436 -0.115 -0.99 -3.26 -1.04
C -1.157 -0.794 0.656 -0.55 0.10 0.14
C -1.551 0.121 -0.462 -0.02 -0.31 0.21
C -0.157 -0.467 -0.415 -0.36 0.71 -0.12
N 2.227 -0.342 -0.448 0.95 0.35 0.70
O 3.036 -0.616 0.309 0.13 -0.22 -0.37
H 1.711 2.523 0.500 0.14 0.41 0.20
H -1.045 -0.345 1.632 0.18 0.05 0.02
H -1.535 -1.805 0.684 0.01 -0.03 -0.14
H -2.196 -0.224 -1.255 -0.01 -0.12 0.00
H -1.660 1.168 -0.226 0.06 0.08 0.02
H 0.098 -1.244 -1.125 0.00 0.05 -0.05
```
Forces are in eV/Å.

No. 2
# C5H6NO

A gas-phase ion, C5H6NO (charge +1) in a non-equilibrium geometry (the ωB97M-V functional and the def2-TZVPD basis, OMol25).

- Net charge: +1
- HOMO-LUMO gap (spin up / spin down): 8.58 / 6.76 eV
- Spin multiplicity: 3
- Energy above the lowest of the compared OMol25 structures with the same formula, charge and spin: 80.7 kcal per mole
- <S²>: 2.047

XYZ file:
```
13
Properties=species:S:1:pos:R:3:forces:R:3
C -0.074 -0.002 0.188 -0.73 2.25 5.73
C -0.349 0.280 1.623 1.41 0.71 -8.74
C -0.252 1.457 0.676 -2.59 -3.04 -0.17
C 0.222 -0.955 -0.673 2.45 -3.44 -1.48
C 0.397 -0.552 -2.079 -1.93 -1.15 -1.01
N -0.576 -0.136 2.713 -0.77 -0.31 3.75
O -0.628 -0.661 3.741 -0.30 -1.47 2.09
H 0.547 2.009 0.945 2.91 2.00 0.00
H -1.175 1.960 0.503 -0.52 0.48 -0.38
H 0.592 -2.046 -0.380 -1.36 2.42 -0.20
H -0.014 -1.357 -2.841 0.69 1.73 1.54
H 1.439 -0.407 -2.324 0.53 0.00 -0.01
H -0.131 0.409 -2.090 0.21 -0.16 -1.11
```
Forces are in eV/Å.

No. 3
# C5H6NO2S

A gas-phase ion, C5H6NO2S (charge +1) in a non-equilibrium geometry (the ωB97M-V functional and the def2-TZVPD basis, OMol25).

- Net charge: +1
- HOMO-LUMO gap (spin up / spin down): 6.96 / 8.83 eV
- Spin multiplicity: 3
- Energy above the lowest of the compared OMol25 structures with the same formula, charge and spin: 20.5 kcal per mole
- <S²>: 2.027

XYZ file:
```
15
Properties=species:S:1:pos:R:3:forces:R:3
C -0.494 -0.655 -2.277 -3.32 -1.99 4.78
C 1.233 0.914 -1.365 2.44 1.28 0.12
C -0.431 -0.337 -0.431 -0.61 -0.71 -2.86
C 0.822 0.796 1.096 -0.52 2.06 2.20
C -1.059 -0.415 0.979 -1.50 0.00 -2.54
N 0.565 0.500 -0.328 0.83 0.04 0.97
O -0.498 0.711 1.613 0.20 -0.32 -0.14
O -0.876 -1.659 1.456 0.97 -1.14 1.52
S 0.721 0.241 -2.877 2.39 1.75 -2.27
H -1.216 -1.368 -2.768 1.15 1.06 0.78
H 2.156 1.548 -1.152 -1.42 -0.89 -0.89
H 1.351 0.017 1.618 0.96 -0.47 -0.61
H 1.279 1.824 1.387 -0.90 -1.68 -1.15
H -2.112 -0.314 0.812 -0.90 1.06 0.41
H -1.441 -1.802 2.237 0.24 -0.02 -0.32
```
Forces are in eV/Å.

No. 4
# C5H6NO4

2 unconnected molecules or ions with the total composition C5H6NO4 in a non-equilibrium geometry (the ωB97M-V functional and the def2-TZVPD basis, OMol25).

- Net charge: -1
- HOMO-LUMO gap (spin up / spin down): 6.72 / 6.72 eV
- Energy above the lowest of the compared OMol25 structures with the same formula, charge and spin: 116.5 kcal per mole

XYZ file:
```
16
Properties=species:S:1:pos:R:3:forces:R:3
C 0.559 -0.313 0.618 -3.16 0.61 -0.50
C -1.282 1.041 0.212 4.54 -0.92 0.67
C 1.678 0.278 0.068 2.81 1.87 -0.51
C -2.224 0.027 0.037 -2.56 -3.05 -0.57
C 0.231 -1.755 0.272 4.45 2.13 -0.17
N 1.840 1.681 -0.062 -0.08 -0.29 -0.68
O -2.766 -0.550 0.957 0.13 0.31 -0.64
O 2.712 -0.383 -0.138 0.19 -0.86 -0.41
O -2.282 -0.520 -1.306 -1.06 0.05 3.29
O -1.201 2.216 0.330 -0.58 1.03 -0.05
H 0.421 -2.131 -0.711 0.47 0.20 -1.17
H -0.731 -1.859 0.425 -4.78 -1.32 1.51
H 0.912 -2.286 0.919 -0.31 -0.73 0.52
H 1.223 2.228 0.458 -1.18 0.99 0.64
H 2.663 2.179 -0.416 -0.47 -1.30 0.40
H -1.752 0.146 -1.665 1.59 1.27 -2.32
```
Forces are in eV/Å.

No. 5
# C5H6NO5S

A gas-phase ion, C5H6NO5S (charge -1) in a non-equilibrium geometry (the ωB97M-V functional and the def2-TZVPD basis, OMol25).

- Net charge: -1
- HOMO-LUMO gap: 7.53 eV
- Energy above the lowest of the compared OMol25 structures with the same formula, charge and spin: 58.4 kcal per mole

XYZ file:
```
18
Properties=species:S:1:pos:R:3:forces:R:3
C 1.088 0.236 -0.365 -0.11 0.89 0.69
C -2.010 3.261 1.381 -0.53 0.06 -0.97
C -0.200 -3.128 -0.874 1.44 -0.53 0.04
C 1.062 -2.164 -0.802 -0.95 -0.43 -0.07
C 0.547 1.166 0.650 -0.82 -0.56 -0.53
N 0.246 2.462 0.552 1.20 1.32 -2.18
O 1.808 0.469 -1.294 0.08 -0.34 -0.42
O -2.261 3.789 0.343 0.38 -0.20 0.33
O -0.438 2.939 1.592 0.00 -0.06 0.83
O 0.599 3.295 -0.349 -0.60 -2.21 1.73
O 0.641 -1.024 -0.006 0.28 0.07 -1.12
S -2.880 2.712 2.691 0.26 0.00 0.27
H -0.320 -3.699 0.054 -0.27 0.33 -0.07
H -1.100 -2.550 -1.120 0.36 -0.01 0.29
H -0.082 -3.899 -1.684 0.14 0.76 0.61
H 1.259 -2.003 -1.875 0.27 1.00 0.62
H 2.014 -2.478 -0.305 -1.00 -0.56 -0.55
H 0.026 0.617 1.411 -0.14 0.46 0.50
```
Forces are in eV/Å.

No. 6
# C5H6NS

A gas-phase ion, C5H6NS (charge +1) in a non-equilibrium geometry (the ωB97M-V functional and the def2-TZVPD basis, OMol25).

- Net charge: +1
- HOMO-LUMO gap: 7.21 eV
- Energy above the lowest of the compared OMol25 structures with the same formula, charge and spin: 88.6 kcal per mole

XYZ file:
```
13
Properties=species:S:1:pos:R:3:forces:R:3
C -1.531 0.131 -0.862 -0.81 0.10 -0.76
C -0.999 1.190 -1.596 -4.84 1.17 -1.60
C 1.330 1.289 -1.131 3.47 0.65 0.66
C -0.778 -0.582 -0.052 1.42 -1.98 0.70
C 0.793 -1.308 1.904 0.62 0.92 -0.39
N 0.275 1.415 -1.565 0.56 -0.07 0.94
S 0.246 -1.798 0.228 -0.59 1.83 0.40
H -2.613 -0.119 -0.911 0.74 0.48 0.12
H -1.760 1.901 -2.056 1.75 -0.96 0.31
H 2.366 1.377 -0.695 -1.69 -0.28 -0.85
H 1.850 -1.475 2.052 0.12 -0.87 0.04
H 0.130 -1.777 2.569 -0.38 -1.09 1.14
H 0.690 -0.243 2.114 -0.36 0.10 -0.73
```
Forces are in eV/Å.

No. 7
# C5H6NaO3

A molecular structure, C5H6NaO3 in a non-equilibrium geometry (the ωB97M-V functional and the def2-TZVPD basis, OMol25).

- Net charge: 0
- HOMO-LUMO gap (spin up / spin down): 5.92 / 5.97 eV
- Spin multiplicity: 2
- Energy above the lowest of the compared OMol25 structures with the same formula, charge and spin: 11.5 kcal per mole
- <S²>: 0.763

XYZ file:
```
15
Properties=species:S:1:pos:R:3:forces:R:3
O 2.391 -1.053 -2.246 -0.90 -0.16 -0.10
C 1.681 -0.694 -3.084 1.37 0.48 0.09
O 1.173 -0.272 -4.050 -0.80 -0.06 0.25
O -0.546 0.746 -1.274 -0.02 0.24 -1.64
C -0.150 0.814 0.034 0.31 0.16 -0.10
C -0.928 -0.157 0.939 -0.24 -0.17 -0.09
C -0.520 -0.047 2.389 0.29 -0.26 0.44
C 0.055 -1.001 3.091 -0.29 0.18 -0.43
Na -0.673 1.474 -3.630 0.20 -0.58 1.49
H -0.269 1.835 0.468 0.00 -0.15 -0.02
H 0.933 0.576 0.149 -0.18 0.02 0.12
H -0.786 -1.186 0.575 -0.02 0.27 0.08
H -2.003 0.078 0.850 0.26 -0.06 -0.02
H -0.702 0.929 2.862 0.08 -0.28 -0.11
H 0.343 -2.041 2.927 -0.07 0.37 0.05
```
Forces are in eV/Å.

No. 8
# C5H6O

A molecular structure, C5H6O in a non-equilibrium geometry (the ωB97M-V functional and the def2-TZVPD basis, OMol25).

- Net charge: 0
- HOMO-LUMO gap: 10.10 eV
- Energy above the lowest of the compared OMol25 structures with the same formula, charge and spin: 116.6 kcal per mole

XYZ file:
```
12
Properties=species:S:1:pos:R:3:forces:R:3
C -1.684 0.449 -0.422 -3.05 1.50 -0.36
C -0.696 1.080 0.156 1.81 -0.27 -0.73
C -0.941 -0.853 -0.443 0.85 -4.34 -4.58
C 0.217 -0.153 0.121 -1.43 1.14 -0.33
C 1.645 -0.135 0.216 0.39 0.49 1.07
O -0.512 -1.069 0.844 -0.71 -2.63 3.00
H -2.727 0.829 -0.536 0.88 -0.91 -0.22
H -0.400 2.019 0.504 -0.31 1.49 0.61
H -0.920 -1.984 -1.349 -0.28 3.97 3.07
H 1.888 0.622 0.936 0.17 0.69 0.53
H 2.061 0.194 -0.672 1.26 0.26 -1.91
H 2.069 -0.999 0.644 0.45 -1.39 -0.15
```
Forces are in eV/Å.

Number 1: total energy -323.55492 hartree. Number 2: total energy -323.55453 hartree. Number 3: total energy -797.06691 hartree. Number 4: total energy -549.74913 hartree. Number 5: total energy -1023.22238 hartree. Number 6: total energy -646.62619 hartree. Number 7: total energy -582.03944 hartree. Number 8: total energy -269.16044 hartree.